# C12H23Cl10N

A 6-piece molecular cluster, C12H23Cl10N overall (ωB97M-V with the def2-TZVPD basis set, the OMol25 dataset).

Positions of all 46 atoms, in Å:
C1 0.098 -3.301 2.226
C2 0.739 -4.155 3.269
N1 1.302 -4.822 3.991
H1 0.744 -2.444 2.037
H2 -0.904 -2.988 2.521
H3 0.008 -3.855 1.292
Cl1 2.812 -2.541 -2.087
C3 3.674 -1.039 -1.624
C4 4.278 -0.343 -2.824
Cl2 5.593 -1.324 -3.633
H4 4.490 -1.260 -0.936
H5 2.942 -0.481 -1.040
H6 4.796 0.562 -2.509
H7 3.502 -0.005 -3.511
Cl3 1.696 1.662 0.603
C5 0.255 1.219 1.537
C6 -0.909 0.779 0.603
Cl4 -0.416 -0.693 -0.303
H8 -0.083 2.095 2.090
H9 0.479 0.352 2.159
H10 -1.150 1.581 -0.095
H11 -1.874 0.505 1.029
Cl5 -1.498 2.747 -2.823
C7 -2.652 3.524 -3.907
C8 -2.727 2.608 -5.149
Cl6 -4.226 2.961 -6.071
H12 -2.224 4.500 -4.135
H13 -3.613 3.637 -3.405
H14 -2.757 1.584 -4.775
H15 -1.902 2.738 -5.850
Cl7 2.542 2.669 3.777
C9 3.735 1.368 4.102
C10 3.096 0.301 5.076
Cl8 1.577 -0.386 4.370
H16 4.654 1.738 4.557
H17 3.937 0.887 3.145
H18 2.826 0.827 5.991
H19 3.794 -0.471 5.400
Cl9 -3.689 -1.514 1.223
C11 -4.761 -1.931 -0.148
C12 -4.475 -0.950 -1.300
Cl10 -4.919 0.730 -0.990
H20 -5.784 -1.896 0.226
H21 -4.544 -2.972 -0.389
H22 -5.048 -1.266 -2.171
H23 -3.413 -0.936 -1.546

Cartesian forces (eV/Å) of the 2 atoms listed first:
C 0.38 -0.49 0.49
C -1.31 1.66 -2.21

Output
Multiplicity ... 2
Net charge ... -1
E_HOMO (spin up / spin down) ... 0.0248 / -0.2914 Ha
Energy above the lowest of the compared OMol25 structures with the same formula, charge and spin ... 0.0 kJ/mol
Frontier orbital gap (spin up / spin down) ... 1.5171 / 10.0406 eV

---

# C12H23F13N2O16S4V

C12H23F13N2O16S4V as an isolated structure (ωB97M-V with the def2-TZVPD basis set, the OMol25 dataset).

Positions of all 71 atoms, in Å:
V1 0.499 -0.071 -0.914
C1 3.500 -3.200 -1.201
F1 2.564 -4.088 -1.526
F2 4.643 -3.908 -0.925
F3 3.718 -2.320 -2.162
S1 3.042 -2.188 0.413
O1 3.435 -2.971 1.580
O2 3.827 -1.018 0.264
N1 1.277 -1.664 0.075
S2 0.490 -2.780 0.984
O3 -0.927 -2.472 0.828
O4 0.880 -4.148 0.701
C2 0.634 -2.311 2.956
F4 -0.505 -1.751 3.424
F5 0.860 -3.468 3.601
F6 1.644 -1.581 3.289
C3 2.115 -0.014 -4.735
F7 2.951 0.299 -5.744
F8 0.934 -0.341 -5.278
F9 2.578 -1.100 -4.131
S3 1.979 1.363 -3.337
O5 2.930 0.915 -2.358
O6 2.464 2.736 -3.849
N2 0.306 1.102 -2.569
S4 -0.437 2.173 -3.436
O7 -0.473 3.498 -2.739
O8 -0.204 2.237 -4.888
C4 -2.272 1.653 -3.472
F10 -2.731 1.495 -2.254
F11 -2.955 2.554 -4.092
F12 -2.519 0.507 -4.098
C5 2.031 4.327 4.778
C6 2.230 3.494 6.029
O9 2.759 2.278 5.544
C7 2.173 2.059 4.266
O10 2.185 1.097 3.591
O11 1.497 3.210 4.016
F13 1.017 3.540 6.577
H1 2.993 4.801 4.585
H2 1.319 5.144 4.898
H3 2.959 3.870 6.747
C8 -1.410 1.048 1.398
O12 -1.329 0.908 -0.066
H4 -0.388 0.863 1.731
H5 -1.936 1.963 1.671
H6 -1.951 0.182 1.779
H7 -2.266 0.870 -0.269
C9 -4.881 0.377 0.425
O13 -3.904 -0.347 -0.314
H8 -5.791 -0.206 0.563
H9 -4.524 0.711 1.400
H10 -5.222 1.285 -0.072
H11 -3.978 -1.281 -0.102
C10 -3.405 -3.771 0.426
O14 -3.284 -2.961 -0.740
H12 -2.520 -4.409 0.433
H13 -3.524 -3.168 1.326
H14 -4.231 -4.481 0.381
H15 -3.456 -3.506 -1.511
C11 1.382 2.810 0.426
O15 1.690 1.440 0.564
H16 0.326 2.946 0.192
H17 1.559 3.570 1.188
H18 1.995 3.089 -0.431
H19 2.284 1.395 1.317
C12 -1.006 -2.094 -3.198
O16 -1.058 -1.533 -1.883
H20 -0.255 -2.884 -3.240
H21 -2.028 -2.300 -3.516
H22 -0.658 -1.373 -3.937
H23 -1.643 -2.100 -1.376

Cartesian forces (eV/Å) of the 2 atoms listed first:
V -0.96 0.55 0.76
C 0.42 -0.94 1.43

Output
Multiplicity ... 4
Net charge ... 0
E_HOMO (spin up / spin down) ... -0.3275 / -0.3845 Ha
Frontier orbital gap (spin up / spin down) ... 8.4667 / 9.9927 eV

---

# C12H23I2NO2P2Yb

C12H23I2NO2P2Yb as an isolated structure (ωB97M-V with the def2-TZVPD basis set, the OMol25 dataset).

Positions of all 43 atoms, in Å:
I1 -0.003 -1.157 -6.276
I2 -0.006 1.170 -4.547
Yb1 0.058 0.776 -1.236
P1 -2.497 -0.314 -1.265
C1 -3.783 -0.372 -2.550
C2 -3.041 -1.661 -0.132
H1 -4.094 -1.469 0.182
H2 -4.203 0.838 -0.095
H3 -2.377 -1.652 0.760
H4 -2.598 1.090 0.697
H5 -3.661 -1.316 -3.103
H6 -2.964 -2.645 -0.645
C3 -3.134 1.046 -0.258
H7 -4.785 -0.302 -2.089
H8 -3.023 2.005 -0.782
H9 -3.593 0.484 -3.217
P2 2.494 -0.325 -1.273
C4 3.781 -0.392 -2.537
C5 3.145 1.049 -0.298
H10 2.350 -1.654 0.750
H11 4.089 -1.476 0.165
H12 2.938 -2.652 -0.671
C6 3.027 -1.674 -0.138
H13 2.603 1.117 0.652
H14 4.210 0.825 -0.129
H15 4.768 -0.324 -2.040
H16 3.586 0.470 -3.196
H17 3.050 1.995 -0.850
H18 3.642 -1.343 -3.076
C7 -0.014 -0.972 -2.833
O1 -0.002 -1.955 -3.438
O2 0.105 0.642 0.943
N1 0.009 0.584 2.317
C8 -1.201 0.653 2.950
C9 -1.159 1.057 4.289
C10 0.026 1.197 5.027
C11 1.223 1.028 4.322
C12 1.189 0.586 2.999
H19 -2.176 0.586 2.461
H20 -2.085 1.202 4.811
H21 -0.082 1.564 6.060
H22 2.112 1.316 4.863
H23 2.080 0.374 2.427

Cartesian forces (eV/Å) of the 2 atoms listed first:
I 0.00 -0.67 -1.19
I 0.03 1.35 1.92

Output
Multiplicity ... 3
Net charge ... +2
E_HOMO (spin up / spin down) ... -0.4555 / -0.4889 Ha
Energy above the lowest of the compared OMol25 structures with the same formula, charge and spin ... 123.7 kJ/mol
Frontier orbital gap (spin up / spin down) ... 5.3525 / 5.1191 eV

---

# C12H23N2O2P2PbSe

C12H23N2O2P2PbSe as an isolated structure (ωB97M-V with the def2-TZVPD basis set, the OMol25 dataset).

Positions of all 43 atoms, in Å:
Pb1 0.127 1.275 1.502
P1 2.239 -0.462 1.095
C1 2.246 -0.449 -0.734
C2 1.045 -1.147 -1.301
N1 -0.132 -0.743 -0.789
C3 -1.274 -1.256 -1.269
C4 -1.283 -2.231 -2.276
C5 -0.073 -2.645 -2.817
C6 1.112 -2.096 -2.332
C7 -2.572 -0.749 -0.675
P2 -2.313 0.870 0.177
H1 2.100 -2.372 -2.694
H2 -2.242 -2.616 -2.612
H3 -0.040 -3.397 -3.602
H4 -3.343 -0.619 -1.455
H5 -2.967 -1.442 0.090
H6 2.118 0.693 -1.015
H7 3.199 -0.817 -1.147
H8 0.983 2.801 -1.088
O1 1.823 2.180 -1.335
H9 2.621 2.702 -1.552
H10 -0.167 3.305 0.401
O2 -0.131 3.598 -0.577
H11 0.093 4.555 -0.530
C8 -2.600 1.991 -1.234
H12 -3.629 1.838 -1.590
H13 -2.458 3.034 -0.923
H14 -1.891 1.768 -2.043
C9 -3.855 1.030 1.130
H15 -3.739 1.877 1.822
H16 -4.701 1.209 0.447
H17 -4.005 0.106 1.710
C10 1.859 -2.145 1.640
H18 2.795 -2.715 1.586
H19 1.489 -2.115 2.675
H20 1.098 -2.603 1.000
C11 3.985 -0.279 1.514
H21 4.061 -0.049 2.584
H22 4.472 -1.240 1.296
H23 4.440 0.533 0.933
Se1 0.052 -1.071 6.048
C12 -0.180 -0.312 4.496
N2 -0.364 0.204 3.441

Cartesian forces (eV/Å) of the 2 atoms listed first:
Pb 0.31 -0.81 -0.60
P 0.97 -1.43 -1.90

Output
Multiplicity ... 1
Net charge ... +3
E_HOMO (spin up / spin down) ... -0.6619 / -0.6627 Ha
Energy above the lowest of the compared OMol25 structures with the same formula, charge and spin ... 191.5 kJ/mol
Frontier orbital gap (spin up / spin down) ... 4.4446 / 5.3970 eV

---

Q: Which value of net charge does entry 4 give?
A: +3